No. 1
67
Properties=species:S:1:pos:R:3:lowdin_charge:R:1 method="wB97M-V/def2-TZVPD" homo_lumo_gap_ev=3.4 molar_mass_g_mol=496.587 energy_ev=-44246.371 total_charge=+1 homo_ev=-8.94
C 5.198 2.999 2.180 -0.065
O 5.095 1.632 2.504 -0.041
C 3.805 1.170 2.740 -0.186
C 3.632 -0.214 2.920 0.033
C 2.390 -0.759 3.090 0.010
C 1.228 0.047 3.069 -0.199
C -0.045 -0.573 3.145 0.118
C -1.321 -0.006 2.899 -0.196
C -2.481 -0.704 3.309 0.014
C -3.721 -0.141 3.205 0.033
C -3.896 1.147 2.667 -0.186
O -5.184 1.672 2.666 -0.042
C -5.293 3.013 2.247 -0.067
C -2.762 1.803 2.158 0.013
C -1.519 1.240 2.254 -0.004
C 1.420 1.448 2.997 -0.001
C 2.665 1.989 2.825 0.016
H 6.250 3.231 2.008 0.108
H 4.636 3.205 1.267 0.102
H 4.833 3.612 3.006 0.099
H 4.507 -0.841 2.916 0.133
H 2.281 -1.820 3.237 0.128
H -0.044 -1.610 3.440 0.134
H -2.371 -1.693 3.722 0.129
H -4.593 -0.675 3.541 0.133
H -6.349 3.291 2.271 0.108
H -4.740 3.662 2.928 0.106
H -4.925 3.120 1.225 0.097
H -2.877 2.758 1.675 0.113
H -0.683 1.725 1.785 0.102
H 0.582 2.102 3.155 0.113
H 2.780 3.058 2.777 0.113
C 1.986 -2.742 -1.371 -0.022
N 0.586 -2.452 -1.654 -0.068
C -0.065 -1.162 -1.302 -0.204
H -0.080 -1.044 -0.212 0.137
C 0.600 0.011 -1.951 -0.172
C 0.701 0.060 -3.330 0.014
C 1.309 1.129 -3.949 0.027
C 1.822 2.163 -3.194 -0.142
N 2.459 3.300 -3.857 -0.317
O 2.902 4.219 -3.153 0.064
O 2.527 3.295 -5.094 0.079
C 1.729 2.121 -1.817 0.004
C 1.123 1.051 -1.197 -0.016
N -1.451 -1.377 -1.797 -0.067
C -2.520 -0.398 -1.632 -0.020
C -1.570 -2.645 -2.414 -0.163
C -0.322 -3.301 -2.331 -0.162
C -0.163 -4.568 -2.857 -0.033
C -1.249 -5.181 -3.458 -0.105
C -2.473 -4.539 -3.537 -0.106
C -2.645 -3.267 -3.020 -0.035
H 2.246 -3.739 -1.722 0.083
H 2.628 -2.017 -1.869 0.085
H 2.167 -2.692 -0.298 0.075
H 0.302 -0.748 -3.917 0.133
H 1.392 1.172 -5.022 0.126
H 2.137 2.933 -1.239 0.114
H 1.061 1.019 -0.124 0.092
H -3.447 -0.774 -2.058 0.083
H -2.678 -0.194 -0.575 0.069
H -2.256 0.531 -2.135 0.085
H 0.785 -5.070 -2.792 0.097
H -1.141 -6.171 -3.865 0.101
H -3.305 -5.038 -4.006 0.100
H -3.596 -2.772 -3.080 0.097



No. 2
14
Properties=species:S:1:pos:R:3:lowdin_charge:R:1 method="wB97M-V/def2-TZVPD" homo_lumo_gap_ev=9.4 molar_mass_g_mol=88.106 energy_ev=-8369.884 homo_ev=-8.63
O 1.740 -1.956 -0.010 -0.069
C 1.093 -0.771 -0.431 -0.296
C -0.211 1.809 0.064 -0.077
O -0.691 2.279 1.200 0.012
C -0.323 -0.663 0.132 -0.198
C -1.065 0.618 -0.300 -0.235
H 1.234 -2.706 -0.349 0.084
H 1.066 -0.692 -1.530 0.124
H 1.708 0.057 -0.069 0.106
H -0.122 3.015 1.473 0.102
H -0.272 -0.710 1.227 0.118
H -0.910 -1.534 -0.195 0.114
H -1.193 0.605 -1.389 0.106
H -2.055 0.649 0.177 0.107



No. 3
19
Properties=species:S:1:pos:R:3:lowdin_charge:R:1 method="wB97M-V/def2-TZVPD" homo_lumo_gap_ev=8.8 molar_mass_g_mol=148.249 energy_ev=-30080.347 smiles=CSSC.O.O.O homo_ev=-8.77
C 0.967 -0.377 -2.208 -0.473
S 1.665 -1.653 -1.163 0.391
S 0.254 -2.370 0.036 0.372
C 0.003 -1.489 1.591 -0.478
H 0.503 0.284 -1.537 0.000
H 1.854 -0.021 -2.732 0.024
H 0.358 -0.765 -3.066 0.053
H -0.329 -2.212 2.347 0.019
H 0.925 -0.923 1.963 0.068
H -0.959 -0.882 1.438 0.031
O 0.848 3.563 2.199 -0.103
H 1.422 4.272 1.725 0.081
H 0.035 3.735 1.679 -0.007
O -0.749 3.809 -0.242 -0.113
H -1.197 4.165 -1.110 0.106
H -0.502 4.697 0.101 0.036
O -4.015 0.472 0.603 -0.035
H -3.655 0.791 -0.276 0.076
H -3.628 -0.328 0.726 -0.046



No. 4
20
Properties=species:S:1:pos:R:3:lowdin_charge:R:1 method="wB97M-V/def2-TZVPD" homo_lumo_gap_ev=10.1 molar_mass_g_mol=103.165 energy_ev=-8933.039 smiles=CC[C@@H](C)NCO homo_ev=-9.12
C -2.686 -0.223 1.349 -0.099
C -1.276 0.399 1.232 -0.228
C -0.434 -0.307 0.173 -0.401
C -0.797 0.189 -1.229 -0.057
N 1.004 -0.084 0.501 -0.027
C 1.973 -0.504 -0.442 -0.296
O 2.381 0.474 -1.426 -0.074
H -2.634 -1.241 1.736 0.074
H -3.311 0.422 1.951 0.066
H -3.121 -0.305 0.349 0.062
H -1.436 1.431 0.930 0.106
H -0.825 0.372 2.218 0.106
H -0.604 -1.389 0.254 0.141
H -0.235 -0.385 -1.974 0.076
H -1.855 0.051 -1.450 0.072
H -0.492 1.223 -1.358 0.077
H 1.087 0.879 0.804 0.113
H 1.587 -1.364 -0.989 0.116
H 2.899 -0.834 0.040 0.113
H 1.890 1.282 -1.263 0.061



No. 5
82
Properties=species:S:1:pos:R:3:mulliken_spin:R:1 method="wB97M-V/def2-TZVPD" homo_lumo_gap_ev="8.1 / 8.1" spin_multiplicity=2 molar_mass_g_mol=544.602 energy_ev=-43065.645 homo_ev="-7.87 / -7.87"
C -0.996 -2.187 0.321 0.038
C 0.167 -1.653 1.149 0.002
C -0.128 -0.172 1.425 0.017
C 0.223 -2.397 2.490 0.006
C 1.626 -2.540 3.039 -0.002
F 2.168 -1.238 3.125 0.002
C 1.690 -3.094 4.453 0.001
C 1.407 -4.577 4.671 0.000
C -0.067 -4.992 4.566 0.000
I -0.359 -6.415 2.954 0.000
C 2.494 -3.300 2.057 0.011
C 2.307 -2.889 0.583 0.019
C 1.790 -4.055 -0.247 0.028
C 3.693 -2.528 0.010 0.006
N 1.465 -1.680 0.432 0.344
O 1.410 -1.230 -0.765 0.547
H -1.030 -3.267 0.266 -0.002
H -1.029 -1.737 -0.659 -0.012
H -1.906 -1.880 0.824 -0.001
H 0.572 0.219 2.151 -0.002
H -0.003 0.397 0.511 0.004
H -1.122 -0.078 1.841 -0.001
H -0.234 -3.367 2.360 -0.001
H -0.366 -1.854 3.219 0.001
H 1.020 -2.513 5.080 0.000
H 2.688 -2.887 4.824 0.000
H 1.703 -4.796 5.691 0.000
H 2.024 -5.211 4.055 0.000
H -0.735 -4.160 4.420 0.000
H -0.390 -5.535 5.438 0.000
H 2.262 -4.354 2.127 -0.003
H 3.534 -3.189 2.341 0.002
H 0.824 -4.416 0.085 -0.004
H 1.803 -3.819 -1.302 0.000
H 2.492 -4.866 -0.088 -0.001
H 4.439 -3.233 0.340 0.000
H 3.942 -1.529 0.349 -0.003
H 3.633 -2.475 -1.067 0.001
C 3.191 2.142 0.443 0.001
C 2.346 2.613 -0.727 0.015
N 1.461 3.713 -0.393 0.000
C 0.430 3.928 -1.390 0.001
C 0.854 4.378 -2.793 0.000
C 2.097 4.899 0.149 0.000
C 3.181 5.585 -0.693 0.000
H 2.555 1.906 1.298 0.000
H 3.727 1.235 0.161 0.000
H 3.938 2.872 0.758 0.000
H 1.721 1.771 -1.039 -0.016
H 3.005 2.841 -1.580 0.000
H -0.297 4.643 -0.995 0.000
H -0.119 2.986 -1.488 -0.001
H 1.145 5.428 -2.815 0.000
H 0.013 4.266 -3.482 0.000
H 1.678 3.781 -3.185 0.000
H 2.536 4.633 1.115 0.000
H 1.316 5.625 0.390 0.000
H 3.887 4.869 -1.117 0.000
H 3.753 6.271 -0.065 0.000
H 2.759 6.173 -1.507 0.000
C -1.583 0.533 -2.431 0.000
C -2.847 0.926 -3.179 0.000
N -4.034 0.268 -2.667 0.000
C -5.191 0.404 -3.534 0.000
C -5.769 1.807 -3.755 0.000
C -4.279 0.438 -1.246 0.000
C -4.411 1.866 -0.701 0.000
H -1.458 -0.550 -2.415 0.004
H -0.710 0.965 -2.924 0.001
H -1.588 0.897 -1.402 -0.002
H -2.729 0.637 -4.227 0.000
H -2.936 2.024 -3.168 0.000
H -5.982 -0.251 -3.158 0.000
H -4.915 -0.008 -4.510 0.000
H -6.317 2.164 -2.884 0.000
H -6.473 1.785 -4.589 0.000
H -4.996 2.536 -4.000 0.000
H -3.468 -0.057 -0.704 0.000
H -5.175 -0.132 -0.984 0.000
H -3.635 2.527 -1.089 0.000
H -4.311 1.854 0.386 0.000
H -5.381 2.306 -0.928 0.000



No. 6
19
Properties=species:S:1:pos:R:3:lowdin_charge:R:1 method="wB97M-V/def2-TZVPD" homo_lumo_gap_ev=9.3 molar_mass_g_mol=133.216 energy_ev=-19732.945 homo_ev=-8.45
C 2.169 -1.026 -0.424 -0.144
C 2.122 0.211 0.578 -0.117
C 0.708 -1.158 -0.857 -0.241
C 0.856 0.836 0.123 -0.191
C -2.698 1.140 -0.174 -0.305
N 0.087 0.116 -0.585 -0.136
O -1.187 -0.012 1.754 -0.568
S -1.891 -0.271 0.486 0.794
H 2.731 -0.721 -1.214 0.050
H 2.582 -2.151 -0.166 0.163
H 1.825 -0.214 1.596 0.142
H 2.898 0.896 0.675 0.078
H 0.594 -1.385 -1.888 0.101
H 0.145 -1.874 -0.200 0.111
H -3.152 -0.604 1.012 -0.004
H 0.557 1.892 0.400 0.142
H -3.104 0.812 -1.116 0.054
H -1.901 1.879 -0.437 0.059
H -3.342 1.635 0.436 0.011



No. 7
119
Properties=species:S:1:pos:R:3:lowdin_charge:R:1 method="wB97M-V/def2-TZVPD" homo_lumo_gap_ev="5.0 / 5.0" molar_mass_g_mol=1024.060 energy_ev=-90208.886 homo_ev="-6.00 / -6.00"
Y 0.048 0.159 -0.132 1.390
C -0.985 3.531 -7.398 -0.094
C -0.347 2.301 -7.444 -0.080
C -0.059 1.616 -6.272 -0.037
C -0.386 2.164 -5.034 -0.208
C -1.020 3.405 -5.000 -0.034
C -1.326 4.081 -6.171 -0.077
C -0.066 1.460 -3.759 -0.073
C 0.840 2.100 -2.900 -0.246
C 1.542 3.312 -3.235 0.003
C 2.220 3.695 -2.125 -0.013
C 1.963 2.698 -1.117 -0.245
N 1.158 1.728 -1.626 0.030
C 2.573 2.607 0.165 -0.042
C 2.950 1.312 0.634 -0.245
C 4.171 1.008 1.338 -0.018
C 4.246 -0.344 1.432 0.011
C 3.070 -0.868 0.796 -0.270
C 2.832 -2.234 0.610 -0.109
C 3.773 -3.168 1.292 -0.208
C 3.741 -3.258 2.682 -0.036
C 4.590 -4.127 3.351 -0.081
C 5.480 -4.918 2.639 -0.098
C 5.527 -4.824 1.256 -0.084
C 4.679 -3.954 0.586 -0.042
C 1.776 -2.814 -0.112 -0.274
N 0.657 -2.167 -0.566 0.013
C -0.160 -3.101 -1.100 -0.248
C -1.382 -2.763 -1.766 -0.045
C -2.583 -3.610 -1.709 -0.158
C -2.592 -4.956 -1.307 -0.054
C -3.759 -5.701 -1.274 -0.097
C -4.978 -5.128 -1.610 -0.100
C -5.010 -3.776 -1.918 -0.077
C -3.844 -3.029 -1.951 -0.051
C -1.406 -1.592 -2.554 -0.260
C -2.152 -1.460 -3.790 -0.007
C -1.715 -0.328 -4.387 0.010
C -0.730 0.253 -3.504 -0.225
N -0.559 -0.544 -2.414 0.042
C 0.471 -4.392 -1.033 -0.025
C 1.676 -4.210 -0.427 -0.001
N 2.309 0.165 0.318 -0.003
C 2.859 3.790 0.993 -0.144
C 3.231 3.640 2.343 -0.047
C 3.478 4.728 3.160 -0.092
C 3.317 6.020 2.682 -0.094
C 2.865 6.196 1.383 -0.086
C 2.632 5.108 0.561 -0.041
H -1.210 4.063 -8.314 0.099
H -0.069 1.872 -8.399 0.101
H 0.437 0.655 -6.313 0.123
H -1.274 3.835 -4.040 0.100
H -1.829 5.038 -6.121 0.101
H 1.551 3.783 -4.204 0.113
H 2.914 4.515 -2.059 0.104
H 4.926 1.720 1.629 0.110
H 5.036 -0.927 1.875 0.113
H 3.034 -2.644 3.226 0.092
H 4.552 -4.189 4.431 0.099
H 6.141 -5.599 3.160 0.097
H 6.222 -5.435 0.694 0.100
H 4.727 -3.871 -0.493 0.123
H -1.680 -5.439 -1.004 0.082
H -3.712 -6.744 -0.984 0.101
H -5.885 -5.719 -1.608 0.097
H -5.954 -3.288 -2.129 0.106
H -3.914 -1.966 -2.134 0.104
H -2.845 -2.179 -4.192 0.110
H -2.020 0.087 -5.332 0.108
H 0.142 -5.306 -1.496 0.095
H 2.431 -4.957 -0.253 0.103
H 3.286 2.652 2.771 0.104
H 3.776 4.563 4.188 0.106
H 3.504 6.872 3.324 0.099
H 2.679 7.195 1.008 0.103
H 2.242 5.296 -0.425 0.085
C -0.088 3.614 3.667 -0.027
C -0.190 2.820 2.394 -0.269
N -0.105 1.531 2.341 0.032
N 0.017 0.946 3.568 -0.043
C 0.155 -0.341 3.655 -0.884
N 0.082 -0.827 4.958 0.033
S 0.347 -1.509 2.426 0.707
C -0.497 3.548 1.157 -0.228
C -0.564 4.942 1.130 -0.021
C -0.991 5.578 -0.021 -0.055
C -1.350 4.810 -1.115 -0.044
C -1.241 3.433 -1.007 -0.127
N -0.802 2.817 0.082 0.078
H 0.006 2.932 4.503 0.056
H -0.975 4.235 3.807 0.086
H 0.790 4.260 3.628 0.067
H 0.317 -0.138 5.660 0.079
H 0.549 -1.711 5.082 0.053
H -0.289 5.521 1.998 0.107
H -1.058 6.658 -0.050 0.109
H -1.717 5.260 -2.027 0.100
H -1.535 2.789 -1.828 0.107
O -4.416 0.579 -0.745 0.018
C -3.266 0.448 -0.438 -0.536
N -2.150 0.282 -0.070 -0.024
N -3.961 -3.372 3.473 0.059
C -4.150 -1.877 3.375 -0.078
C -3.060 -1.300 2.452 -0.219
N -2.731 -2.183 1.366 -0.037
C -2.250 -3.503 1.752 -0.215
C -2.540 -3.779 3.223 -0.104
H -4.521 -3.809 2.740 0.176
H -4.296 -3.711 4.370 0.174
H -4.073 -1.442 4.372 0.130
H -5.144 -1.690 2.972 0.127
H -2.161 -1.120 3.037 0.058
H -3.388 -0.342 2.058 0.114
H -3.389 -2.177 0.600 0.099
H -1.169 -3.565 1.611 0.070
H -2.716 -4.270 1.129 0.107
H -1.885 -3.194 3.868 0.115
H -2.416 -4.837 3.452 0.133